No. 1
The following is a DFT calculation (wB97M-V/def2-TZVPD) of C32H43CoN13O5S2Se as an isolated structure in a non-equilibrium geometry.

Computed properties:
- spin multiplicity = 2
- gap between HOMO and LUMO (spin up / spin down) (eV) = 5.651 / 6.547

```
97
Properties=species:S:1:pos:R:3:forces:R:3
Co -0.3348 0.0573 -0.2824 -0.8 -1.6 2.4
N 0.5206 -2.0998 -0.2270 0.0 0.4 -0.5
C 0.4028 -2.6929 1.1082 -0.3 -0.2 0.4
C -0.9109 -2.2469 1.7401 0.2 -0.5 -0.3
N -0.9573 -0.7966 1.6504 0.6 0.8 -0.9
H -0.0285 -2.6434 -0.8871 0.1 0.0 0.0
H 1.4901 -2.1396 -0.5208 -0.1 0.0 -0.1
H 1.2188 -2.3038 1.7170 0.0 0.0 0.0
H 0.4660 -3.7881 1.0861 0.0 0.1 0.0
H -0.9646 -2.6085 2.7758 0.0 0.1 -0.2
H -1.7546 -2.6651 1.1821 0.0 0.0 0.1
H -0.2494 -0.3672 2.2529 -0.1 -0.1 0.1
H -1.8374 -0.4275 1.9935 0.0 0.1 -0.1
N 3.6506 6.7471 2.4726 0.1 0.2 0.0
C 2.7140 5.7476 2.4355 -0.2 -0.1 0.1
C 2.9367 4.5236 3.0705 0.0 0.0 -0.1
C 1.9666 3.5425 3.0505 0.1 -0.1 0.2
C 0.7562 3.7691 2.4242 -0.5 -0.6 -0.2
C 0.5024 4.9917 1.8288 0.0 0.3 -0.1
C 1.4797 5.9640 1.8151 0.0 0.0 0.0
S -0.4379 2.4396 2.3395 -0.3 -0.1 0.3
O 0.0611 1.3458 3.1490 0.1 0.3 -0.2
O -1.7570 2.8935 2.6848 0.2 0.4 -0.2
N -0.4361 1.8742 0.7909 0.6 -0.6 1.0
C -1.0551 2.5535 -0.1573 -0.7 1.0 -1.4
N -1.2786 1.8082 -1.2752 0.4 0.3 0.3
C -1.8775 2.3870 -2.2964 -0.1 0.4 -0.3
C -2.2497 3.7217 -2.2725 0.0 -0.1 0.1
C -1.9587 4.4091 -1.1015 -0.2 -0.1 -0.4
N -1.3814 3.8483 -0.0632 0.1 -0.2 0.3
H 4.5950 6.5198 2.7260 0.0 0.1 -0.1
H 3.5153 7.5361 1.8657 0.1 0.0 0.0
H 3.8720 4.3506 3.5826 0.1 0.0 0.1
H 2.1274 2.5958 3.5354 0.1 -0.1 0.1
H -0.4530 5.1545 1.3618 0.0 0.1 0.0
H 1.2987 6.9110 1.3272 -0.1 0.1 0.0
H -2.0593 1.7709 -3.1691 0.0 -0.1 -0.1
H -2.7219 4.1968 -3.1125 -0.1 0.0 -0.1
H -2.1888 5.4611 -0.9912 -0.1 0.1 -0.1
O -4.3441 -4.7220 -5.9274 0.1 -0.1 -0.2
S -5.6447 -5.3026 -5.6690 -0.6 0.4 1.0
O -6.6803 -4.9828 -6.6273 0.1 -0.2 -0.2
O -5.6251 -6.6578 -5.1488 0.1 -0.1 -0.3
C -6.2051 -4.4070 -4.1405 0.8 -0.9 -1.6
N -7.3773 -4.6788 -3.6106 -1.0 -0.1 0.4
C -7.6520 -4.0822 -2.4637 0.2 0.0 -0.1
C -6.7441 -3.2457 -1.8195 0.4 0.2 0.0
C -5.5318 -3.0261 -2.4726 -1.0 -0.6 -0.4
N -5.2978 -3.6125 -3.6482 0.7 1.0 1.0
C -4.4128 -2.2142 -1.9762 0.5 0.3 0.2
C -4.4585 -1.3755 -0.8650 0.2 -0.1 -0.1
C -3.3067 -0.7089 -0.4808 -0.3 0.0 0.1
N -2.1388 -0.8352 -1.1052 0.5 0.0 0.2
C -2.1072 -1.5965 -2.1991 -0.2 -0.2 -0.2
C -3.2007 -2.2929 -2.6699 0.0 0.2 0.1
H -8.6285 -4.2905 -2.0459 0.0 0.0 0.2
H -6.9752 -2.8054 -0.8639 -0.1 0.1 0.1
H -5.3655 -1.2363 -0.2980 -0.1 0.0 0.0
H -3.3254 -0.0398 0.3675 0.0 0.1 0.1
H -1.1614 -1.6386 -2.7236 0.1 -0.1 0.0
H -3.1587 -2.8989 -3.5627 0.1 -0.1 -0.1
C 1.8791 2.1504 -1.4386 0.0 0.4 0.1
C 3.0251 2.6220 -2.3629 0.0 0.1 0.0
N 3.5470 1.4968 -3.1189 0.3 0.1 -0.2
C 2.4769 0.8958 -3.8989 0.1 0.0 -0.1
C 1.3539 0.3842 -2.9663 0.0 0.0 -0.2
N 1.6760 0.6994 -1.5679 -0.4 0.0 0.1
C 2.9509 0.0545 -1.2241 0.3 -0.1 0.2
C 4.0713 0.5179 -2.1854 0.1 -0.1 -0.1
H 0.9561 2.6573 -1.7076 -0.1 0.0 0.0
H 2.0874 2.3634 -0.3898 0.0 0.0 0.1
H 3.8510 3.0582 -1.7957 -0.1 0.0 0.0
H 2.6705 3.3687 -3.0757 0.0 0.1 0.1
H 2.9084 0.0785 -4.4807 -0.1 0.0 -0.1
H 2.1040 1.6515 -4.5925 0.0 -0.1 0.0
H 1.2462 -0.6983 -3.0490 -0.1 -0.1 0.0
H 0.3963 0.8441 -3.2066 -0.1 0.0 0.0
H 2.8414 -1.0272 -1.3049 -0.1 0.0 0.1
H 3.1831 0.3125 -0.1904 -0.1 -0.2 0.0
H 4.4701 -0.3194 -2.7633 0.0 0.0 0.1
H 4.9015 0.9790 -1.6454 0.0 -0.1 0.0
C 3.4687 -2.5683 4.0163 -0.4 -0.4 0.1
N 4.4339 -1.6052 3.5691 0.2 0.8 -0.4
C 5.7842 -1.6229 3.8103 0.5 0.2 0.0
C 6.3041 -0.4774 3.3153 0.2 -0.4 0.2
N 5.2712 0.2436 2.7667 -0.4 -0.7 0.2
C 5.3683 1.5720 2.2312 0.1 0.5 -0.3
C 4.1164 -0.4558 2.9184 -0.1 0.0 0.0
Se 2.4314 0.1050 2.4949 0.0 0.0 -0.1
H 3.8160 -3.0311 4.9369 0.1 0.0 0.0
H 3.3060 -3.3439 3.2642 0.0 0.1 0.0
H 2.5257 -2.0504 4.2077 0.1 -0.1 0.0
H 6.2547 -2.4374 4.3213 0.1 -0.1 0.1
H 7.3139 -0.1204 3.2965 0.2 0.0 0.0
H 5.9293 2.2049 2.9197 0.0 0.0 0.0
H 4.3626 1.9812 2.1178 0.1 -0.1 0.0
H 5.8733 1.5674 1.2628 0.0 0.0 0.0
```
Forces are in eV/Å.

***

No. 2
The following is a DFT calculation (wB97M-V/def2-TZVPD) of C32H43N6O2PPdTe as an isolated structure in a non-equilibrium geometry.

Computed properties:
- charge = +2
- spin multiplicity = 3
- gap between HOMO and LUMO (spin up / spin down) (eV) = 8.721 / 5.472

```
86
Properties=species:S:1:pos:R:3:forces:R:3
Pd 1.3554 -0.1589 0.4219 0.0 -0.2 -1.2
Te -0.1752 -1.6396 1.9449 -0.2 0.1 0.7
C -0.7835 0.2103 2.7539 -0.2 -0.1 0.0
C 0.1941 1.0637 3.2570 -0.2 0.0 0.2
C -0.1835 2.2846 3.7960 -0.1 0.1 0.0
C -1.5267 2.6454 3.8284 0.0 0.0 0.0
C -2.4975 1.7791 3.3354 0.0 0.0 0.0
C -2.1307 0.5516 2.7988 0.1 0.0 -0.1
C 0.9463 -2.1338 3.6591 0.0 0.1 -0.1
C 0.2460 -2.6397 4.7479 0.1 0.0 0.0
C 0.9332 -2.9037 5.9260 0.0 0.0 0.0
C 2.2979 -2.6559 6.0076 0.0 0.0 0.0
C 2.9893 -2.1575 4.9109 0.0 0.0 0.0
C 2.3144 -1.8981 3.7261 -0.1 -0.1 0.1
H 1.2318 0.7690 3.2673 0.2 -0.1 0.0
H 0.5680 2.9529 4.1997 0.0 0.0 0.0
H -1.8174 3.6015 4.2456 0.0 0.0 0.0
H -3.5440 2.0559 3.3722 0.0 0.0 0.0
H -2.8871 -0.1256 2.4190 0.0 0.0 0.0
H -0.8214 -2.8232 4.6893 0.0 0.0 0.0
H 0.3996 -3.3040 6.7789 0.0 0.0 0.0
H 2.8264 -2.8576 6.9319 0.0 0.0 -0.1
H 4.0556 -1.9804 4.9787 0.0 0.0 0.0
H 2.8529 -1.5354 2.8601 0.1 0.0 -0.1
N -0.9635 5.7787 1.3128 0.2 -0.3 -0.2
C -0.3018 5.0705 0.6919 -0.1 0.2 0.1
C 0.5408 4.1601 -0.0438 -0.1 0.2 0.0
C 1.3000 4.5570 -1.1396 0.0 0.1 0.0
C 2.0913 3.6124 -1.7736 0.0 0.1 -0.1
C 2.1143 2.3205 -1.2876 0.0 -0.1 0.1
N 1.3781 1.9442 -0.2325 0.1 0.0 0.3
C 0.5972 2.8405 0.3686 0.0 -0.2 0.1
H 1.2670 5.5841 -1.4830 0.0 -0.1 0.0
H 2.6890 3.8770 -2.6357 0.0 0.0 0.1
H 2.7379 1.5605 -1.7407 0.0 0.0 0.0
H -0.0070 2.5009 1.1995 0.1 0.0 0.0
C 5.8253 -0.6859 -0.0544 0.0 -0.1 0.1
C 4.5177 -0.2398 0.5199 -0.1 0.0 -0.1
N 4.5563 0.5290 1.6101 0.0 -0.2 -0.3
O 3.4410 -0.5919 -0.0194 0.2 0.4 0.4
H 6.5346 0.1405 -0.1023 0.0 0.0 0.0
H 5.6672 -1.1004 -1.0437 0.0 0.0 0.0
H 6.2526 -1.4629 0.5854 0.0 0.0 0.0
H 5.4293 0.7969 2.0321 0.0 0.0 0.0
H 3.7047 0.8457 2.0330 -0.2 0.1 0.1
O -0.8763 -0.2323 -0.3015 0.2 -0.1 0.0
P -1.4252 -0.3831 -1.7203 0.1 0.3 -0.3
N -2.2873 -1.7577 -1.8560 0.2 -0.5 0.3
C -2.3862 -2.5818 -3.0693 -0.1 0.0 0.1
C -2.1214 -4.0196 -2.5816 -0.1 0.0 0.1
C -2.3178 -3.9839 -1.0459 -0.1 0.0 -0.1
C -2.8034 -2.5616 -0.7369 -0.1 0.0 -0.3
N -2.3978 0.8570 -2.2053 -0.2 0.3 0.5
C -3.8408 0.8153 -1.8675 0.2 0.2 0.1
C -3.9535 1.5354 -0.5123 0.1 0.1 -0.1
C -2.7481 2.5099 -0.4877 -0.1 -0.1 -0.1
C -1.9705 2.2139 -1.7859 -0.1 -0.2 -0.1
N -0.1971 -0.3415 -2.8136 0.0 -0.1 -0.2
C -0.3606 0.0580 -4.2485 0.1 0.0 0.2
C 0.4909 -0.9469 -5.0154 0.1 0.0 0.0
C 1.6163 -1.2692 -4.0316 0.0 0.0 -0.1
C 0.8879 -1.3402 -2.6925 -0.2 0.0 -0.3
H -1.6812 -2.2472 -3.8246 0.0 0.0 0.0
H -3.3898 -2.4993 -3.4922 0.0 0.0 0.0
H -1.1121 -4.3384 -2.8403 0.0 0.0 0.0
H -2.8110 -4.7150 -3.0568 0.0 0.0 0.0
H -1.3768 -4.1816 -0.5290 0.0 0.0 0.0
H -3.0397 -4.7276 -0.7107 0.1 0.0 0.0
H -2.4450 -2.1729 0.2077 0.0 0.1 0.1
H -3.8982 -2.5217 -0.7158 0.0 0.0 -0.1
H -4.2071 -0.2057 -1.8607 0.0 -0.1 0.0
H -4.3796 1.3664 -2.6378 0.0 0.0 -0.1
H -3.8819 0.8119 0.3024 0.0 0.0 0.0
H -4.9050 2.0558 -0.4159 0.0 0.0 0.0
H -2.1192 2.3169 0.3816 -0.1 0.0 0.0
H -3.0645 3.5508 -0.4465 0.0 0.0 0.0
H -0.8908 2.2424 -1.6626 0.1 0.0 0.0
H -2.2379 2.9200 -2.5726 0.0 0.0 -0.1
H 0.0291 1.0675 -4.3886 0.0 0.1 0.0
H -1.4059 0.0684 -4.5421 -0.1 -0.1 0.0
H 0.8513 -0.5370 -5.9577 0.0 0.0 0.0
H -0.0777 -1.8521 -5.2408 0.0 0.0 0.0
H 2.3484 -0.4568 -4.0242 0.0 0.0 0.0
H 2.1363 -2.1980 -4.2628 0.0 0.1 0.0
H 1.5519 -1.1124 -1.8640 0.2 0.1 0.2
H 0.4816 -2.3443 -2.5277 0.0 0.0 0.0
```
Forces are in eV/Å.

***

Asked for DFT total energy across the records above, the calculation gives -6913.747581 -2461.002579 Eh in order.
Asked for ΔE to the lowest compared entry with this formula, charge and spin across the records above, the calculation gives 51.10 11.38 kcal per mole in order.